ORCA calculation (ωB97M-V with the def2-TZVPD basis set) on C6H8O2 as an isolated structure in a non-equilibrium geometry.

Each line ends with the natural charge from an NBO analysis.
Positions of all 16 atoms, in Å:
C  1.025647  -0.584241  -0.068819  0.039
C  0.569206  0.608356  -0.888965  0.072
C  0.610852  0.239082  0.995358  0.016
C  -0.851593  0.204549  0.840082  -0.242
C  -1.612288  -0.927939  0.023049  -0.446
C  -1.027847  0.338151  -0.682535  -0.272
H  2.907010  0.197688  -0.133296  0.472
H  0.485675  -1.596597  -0.450887  0.218
H  0.729307  0.770951  -1.920240  0.209
H  1.167317  0.496797  1.905659  0.239
H  -1.516595  1.115291  1.239813  0.248
H  -2.814459  -0.841063  0.334516  0.242
H  -1.306903  -1.966070  -0.327542  0.238
H  -1.586973  1.201295  -1.028616  0.217
O  2.486339  -0.758474  0.021734  -0.725
O  0.735299  1.502226  0.140696  -0.525

Forces on the atoms, in the same order (eV/Å):
C 4.024 -3.423 -4.238
C -3.756 -3.070 -0.871
C -2.224 3.938 2.485
C -4.867 0.705 0.309
C -2.521 1.797 0.447
C 0.977 -0.410 0.928
H -1.449 -3.060 0.539
H 1.963 2.290 1.680
H 1.056 0.771 -0.858
H -0.462 -1.025 -0.025
H 1.507 -2.788 0.172
H 3.335 -0.393 -1.362
H -0.282 1.546 1.150
H -0.430 -0.442 -0.011
O 0.231 2.556 -1.104
O 2.898 1.007 0.760

Computed properties:
Highest occupied orbital energy in hartree: -0.353
ΔE to the lowest compared entry with this formula, charge and spin in kJ/mol: 591.2
Total energy in a.u.: -383.6849
HOMO-LUMO gap in eV: 10.6

ORCA calculation (ωB97M-V with the def2-TZVPD basis set) on one molecule with the formula C6H8O2 in a non-equilibrium geometry.

Each line ends with the natural charge from an NBO analysis.
Positions of all 16 atoms, in Å:
C  -0.987323  -1.467509  -0.138518  -0.189
C  -0.580634  -0.988964  1.053820  -0.267
C  -0.195104  0.529072  1.227494  0.330
O  1.240469  1.104597  1.344535  -0.549
C  1.521697  1.272207  -0.086219  -0.093
C  0.403069  0.237442  -0.737508  -0.003
C  -0.704345  -0.676100  -1.586607  -0.420
O  -0.656591  0.991423  0.048070  -0.524
H  -1.761651  -2.355365  -0.090388  0.232
H  -0.610252  -1.730494  1.766087  0.218
H  -0.635983  0.947588  2.071953  0.183
H  1.363629  2.407179  -0.360274  0.178
H  2.623802  1.230567  -0.103072  0.205
H  0.813385  -0.612764  -0.220288  0.202
H  -0.324011  -1.189603  -2.449628  0.228
H  -1.510158  0.300725  -1.739457  0.270

Forces on the atoms, in the same order (eV/Å):
C -2.622 -1.019 -1.826
C 0.246 0.607 -1.417
C 0.981 -0.657 0.582
O -2.306 -2.106 -2.335
C 0.796 3.149 -0.682
C 0.412 1.896 -0.302
C -0.553 4.551 3.454
O 1.262 -0.521 -0.433
H 2.101 1.488 -0.448
H -0.370 -0.935 2.368
H -1.088 0.642 1.480
H -0.336 -2.210 0.296
H -0.437 -1.143 -0.762
H 0.345 0.377 0.373
H -0.288 -0.508 -0.151
H 1.856 -3.610 -0.195

Computed properties:
Highest occupied orbital energy in hartree: -0.338
ΔE to the lowest compared entry with this formula, charge and spin in kJ/mol: 745.6
SMILES string: C1=C[C@H]2OC[C@H](C1)O2
Total energy in a.u.: -383.6261
HOMO-LUMO gap in eV: 10.1

ORCA calculation (ωB97M-V with the def2-TZVPD basis set) on C6H8O2 as an isolated structure in a non-equilibrium geometry.

Each line ends with the Löwdin spin population.
Positions of all 16 atoms, in Å:
C  1.508721  0.251820  -0.076814  0.627
C  -0.521143  -0.452303  -1.433066  0.178
C  1.294453  -0.600313  -0.875440  0.450
C  2.282295  1.057396  0.721640  0.155
C  -1.603259  0.023789  0.772672  0.028
C  -1.543082  -0.946415  -0.365646  0.015
O  0.564651  -1.462818  -1.497464  0.291
O  -0.530840  0.384705  -2.286843  0.137
H  2.140538  0.944184  1.875680  0.034
H  1.756800  2.014598  0.568199  0.029
H  3.347933  1.031519  0.410886  0.035
H  -2.054305  -0.335924  1.602951  0.001
H  -2.280344  0.917529  0.397139  0.001
H  -0.528303  0.377704  0.915982  0.014
H  -2.554645  -1.187301  -0.731469  0.005
H  -1.279475  -2.018171  0.001588  0.001

Forces on the atoms, in the same order (eV/Å):
C -0.372 5.269 6.256
C -3.076 -2.580 -0.248
C 0.183 -7.870 -6.105
C 1.047 1.720 2.226
C 0.975 3.810 -3.260
C 0.561 -2.236 0.062
O 0.119 0.718 -0.514
O -0.202 0.661 0.039
H 0.293 -0.258 -2.026
H 0.957 0.518 0.176
H -0.077 0.421 0.564
H -1.118 -1.249 2.734
H 1.609 -1.390 0.896
H -1.612 -0.113 0.459
H 0.392 0.703 -0.683
H 0.321 1.876 -0.577

Computed properties:
<S²>: 2.01
Highest occupied orbital energy (spin up / spin down) in hartree: -0.173 / -0.358
ΔE to the lowest compared entry with this formula, charge and spin in kJ/mol: 366.9
Total energy in a.u.: -383.5732
HOMO-LUMO gap (spin up / spin down) in eV: 5.4 / 7.0
Spin multiplicity: 3

ORCA calculation (ωB97M-V with the def2-TZVPD basis set) on one molecule with the formula C6H8O2 in a non-equilibrium geometry.

Each line ends with the Löwdin spin population.
Positions of all 16 atoms, in Å:
C  1.141530  -1.768584  -0.136063  0.108
C  3.019447  -0.434823  0.188139  0.096
C  0.412438  -0.773169  -0.587081  0.690
C  2.468005  0.700183  -0.186470  0.666
C  -1.638428  0.434563  0.436766  0.004
C  -0.988764  -0.282674  -0.713710  0.103
O  2.490880  -1.647112  0.150750  0.005
O  2.825529  1.988640  -0.195233  0.220
H  0.591039  -2.803423  0.055239  0.035
H  3.925719  -0.602569  0.632634  0.016
H  -2.780941  0.310542  0.511217  0.000
H  -1.349514  1.439939  0.320018  0.001
H  -1.312353  -0.037803  1.374167  0.000
H  -0.937694  0.124140  -1.717323  0.013
H  -1.497603  -1.169906  -0.992939  0.033
H  2.791128  2.485207  0.603599  0.009

Forces on the atoms, in the same order (eV/Å):
C -1.539 -0.845 0.036
C -0.983 1.413 -0.406
C -0.749 -0.183 1.193
C 0.213 1.052 0.286
C -1.521 -1.406 0.469
C 1.560 -1.654 -1.508
O -2.199 -2.712 -0.532
O 0.695 -0.748 -1.669
H 1.873 1.859 -0.154
H 2.738 0.673 0.961
H 1.660 0.413 -0.723
H 0.039 1.445 0.692
H 0.310 0.539 -0.198
H -0.692 1.435 0.012
H -1.119 -1.411 0.133
H -0.285 0.129 1.407

Computed properties:
<S²>: 2.02
Highest occupied orbital energy (spin up / spin down) in hartree: -0.244 / -0.303
ΔE to the lowest compared entry with this formula, charge and spin in kJ/mol: 251.5
Total energy in a.u.: -383.6172
HOMO-LUMO gap (spin up / spin down) in eV: 7.4 / 7.3
Spin multiplicity: 3

ORCA calculation (ωB97M-V with the def2-TZVPD basis set) on one molecule with the formula C6H8O2S in a non-equilibrium geometry.

Each line ends with the natural charge from an NBO analysis.
Positions of all 17 atoms, in Å:
C  -1.249647  -1.102343  -2.040045  -0.465
C  -1.533359  -0.990455  -0.790544  -0.049
C  -1.083936  -0.009958  0.054364  -0.113
C  0.387085  0.101100  0.257198  0.217
C  0.599110  1.466847  0.918738  -0.614
C  0.875263  -1.118086  1.131202  -0.587
O  -0.702279  1.436471  -1.544753  -0.905
O  1.001405  -0.090967  -1.067188  -0.705
S  0.022583  0.399541  -2.279840  1.473
H  -1.543184  -1.836613  -2.752298  0.229
H  -1.599719  0.603150  0.635436  0.204
H  1.521695  1.984096  0.677172  0.235
H  0.650210  1.122509  2.070048  0.206
H  -0.256296  2.073154  0.728816  0.227
H  1.949098  -0.959712  1.289765  0.215
H  0.532201  -2.025201  0.684738  0.229
H  0.429770  -1.053533  2.027192  0.203

Forces on the atoms, in the same order (eV/Å):
C 0.315 0.519 -0.337
C 0.098 1.614 1.621
C 1.387 -4.072 -2.283
C -0.065 -1.548 0.391
C 1.016 -2.002 2.743
C 1.637 1.998 -3.280
O -0.296 1.469 -0.854
O 0.616 0.204 -0.285
S -0.627 -1.189 0.713
H 0.518 -0.378 -0.647
H -2.862 2.400 2.040
H 0.069 -0.132 -0.139
H -0.179 1.442 -2.313
H -0.287 0.703 0.047
H -0.086 -0.710 -0.260
H 0.443 -0.679 -0.533
H -1.696 0.362 3.374

Computed properties:
Highest occupied orbital energy in hartree: -0.320
ΔE to the lowest compared entry with this formula, charge and spin in kJ/mol: 340.4
Total energy in a.u.: -781.9139
HOMO-LUMO gap in eV: 9.1

ORCA calculation (ωB97M-V with the def2-TZVPD basis set) on one molecule with the formula C6H8O3 in a non-equilibrium geometry.

Each line ends with the natural charge from an NBO analysis.
Positions of all 17 atoms, in Å:
O  1.373730  -1.700777  1.874838  -0.546
C  0.498253  -0.972415  1.469140  0.766
O  0.190022  0.261521  1.935014  -0.483
C  -0.770133  0.796046  1.037809  0.360
C  -0.203574  1.499504  -0.206296  -0.447
C  0.697640  0.547749  -1.057754  -0.410
C  0.136381  -0.898691  -1.110461  -0.409
C  -0.409454  -1.279592  0.278549  -0.036
O  -1.476110  -0.368836  0.525368  -0.520
H  -1.467953  1.456720  1.533249  0.192
H  -1.057743  1.834261  -0.795274  0.223
H  0.417466  2.365571  0.101358  0.219
H  1.692268  0.443127  -0.589328  0.207
H  0.859027  0.910600  -2.058311  0.221
H  -0.632783  -0.983505  -1.915311  0.220
H  0.922871  -1.596004  -1.351643  0.217
H  -0.769907  -2.315277  0.329053  0.225

Forces on the atoms, in the same order (eV/Å):
O -0.970 1.221 0.059
C 1.503 -1.412 -0.631
O 0.294 -0.076 -0.088
C -0.883 -0.692 -1.910
C 1.418 -0.163 0.157
C -0.102 -0.855 1.158
C 0.100 0.267 0.029
C -0.934 0.482 -0.552
O -0.249 0.797 1.007
H -0.069 -0.189 0.511
H -0.001 0.088 0.128
H -0.520 -0.258 -0.187
H -0.297 0.387 -0.082
H -0.020 0.347 -0.313
H 0.213 -0.113 0.976
H 0.438 -0.184 -0.304
H 0.081 0.353 0.041

Computed properties:
Highest occupied orbital energy in hartree: -0.375
ΔE to the lowest compared entry with this formula, charge and spin in kJ/mol: 0.0
SMILES string: O=C1O[C@H]2CCC[C@@H]1O2
Total energy in a.u.: -459.1502
HOMO-LUMO gap in eV: 11.0

ORCA calculation (ωB97M-V with the def2-TZVPD basis set) on C6H8O6Sn as an isolated structure in a non-equilibrium geometry.

Each line ends with the natural charge from an NBO analysis.
Positions of all 21 atoms, in Å:
O  2.446993  0.960538  0.820817  -0.925
C  -0.169646  -1.730275  0.596618  0.729
C  2.905547  -0.091781  0.058650  -0.077
O  -0.703292  -2.716604  1.046828  -0.511
O  1.111119  -1.794719  0.267046  -0.503
C  1.852807  -0.942705  -0.639612  -0.119
H  3.532622  -0.776197  0.666706  0.179
H  3.554758  0.268677  -0.767998  0.170
H  2.353130  -1.644056  -1.319898  0.209
H  1.160497  -0.333686  -1.229223  0.195
H  -1.807215  2.331606  -1.104713  0.214
O  -0.481431  0.200708  1.878627  -0.818
O  -0.495103  0.884004  -0.355920  -0.734
C  -1.728308  1.248639  -0.945727  -0.092
C  -2.756852  0.748904  0.057864  -0.103
O  -2.194141  -0.480335  0.523943  -0.489
C  -0.853737  -0.345546  0.755383  0.685
H  -1.828099  0.717835  -1.905066  0.192
H  -3.722277  0.514932  -0.400633  0.215
H  -2.880773  1.443472  0.900642  0.195
Sn  0.703408  1.536593  1.095669  1.386

Forces on the atoms, in the same order (eV/Å):
O 2.522 -1.660 -0.794
C -0.092 -1.014 0.521
C 0.967 -1.247 -0.614
O 0.006 1.342 -0.654
O 0.789 0.094 -0.200
C -0.189 -0.019 -0.274
H -0.225 0.269 -0.167
H -0.183 -0.013 0.336
H -0.077 0.194 0.177
H 0.149 -0.080 0.076
H 0.263 -0.208 0.125
O -1.047 -2.098 0.486
O -1.175 -2.519 -2.041
C -0.410 -0.089 -0.219
C -0.120 -0.042 0.269
O 0.178 0.063 -0.467
C -2.000 -0.997 0.184
H 0.048 0.229 0.251
H 0.206 0.075 0.192
H 0.000 -0.089 -0.227
Sn 0.390 7.809 3.039

Computed properties:
Highest occupied orbital energy in hartree: -0.303
Total energy in a.u.: -899.0970
HOMO-LUMO gap in eV: 8.6